# 1
{
  "formula": "H7O3S",
  "method": "the ωB97M-V functional and the def2-TZVPD basis",
  "symbols": ["S", "H", "H", "H", "O", "H", "H", "O", "H", "H", "O"],
  "xyz": [[1.683, 0.362, -0.150], [1.790, -0.736, 0.645], [-3.533, -1.426, -0.737], [-2.440, -1.930, 0.126], [-3.386, -2.080, -0.075], [-0.472, -2.358, 0.853], [0.053, -1.277, -0.108], [-0.591, -2.029, -0.039], [0.064, 3.784, 0.281], [1.139, 2.690, 0.189], [0.994, 3.652, 0.263]],
  "charge": -1,
  "lumo_energy_ev": 3.9,
  "energy_ha": -628.16260,
  "e_above_lowest_kj_mol": 43.7,
  "spin_multiplicity": 1
}



# 2
{
  "formula": "C31H50BBr3F2NO3Si",
  "method": "the ωB97M-V functional and the def2-TZVPD basis",
  "symbols": ["C", "C", "C", "C", "C", "C", "C", "C", "C", "C", "F", "F", "C", "C", "Si", "C", "C", "C", "C", "C", "C", "C", "C", "C", "C", "N", "C", "B", "O", "O", "C", "O", "C", "C", "C", "C", "C", "C", "H", "H", "H", "H", "H", "H", "H", "H", "H", "H", "H", "H", "H", "H", "H", "H", "H", "H", "H", "H", "H", "H", "H", "H", "H", "H", "H", "H", "H", "H", "H", "H", "H", "H", "H", "H", "H", "H", "H", "H", "H", "H", "H", "H", "H", "H", "H", "H", "H", "C", "Br", "Br", "Br", "H"],
  "xyz": [[-4.664, 1.165, 4.386], [-4.440, 1.836, 3.015], [-2.973, 1.772, 2.577], [-2.780, 1.995, 1.065], [-2.676, 0.645, 0.359], [-2.948, 0.721, -1.139], [-2.391, -0.443, -1.997], [-1.033, -1.011, -1.653], [0.155, -0.278, -1.686], [0.215, 1.212, -2.032], [-0.554, 1.455, -3.119], [-0.326, 1.873, -0.976], [1.621, 1.766, -2.282], [2.311, 2.224, -0.986], [4.198, 2.435, -1.156], [4.991, 1.014, -2.089], [4.568, 4.120, -1.913], [4.822, 2.525, 0.620], [4.245, 3.505, 1.445], [4.619, 3.642, 2.780], [5.575, 2.769, 3.300], [6.162, 1.796, 2.492], [5.792, 1.669, 1.154], [1.356, -0.936, -1.418], [1.356, -2.280, -1.161], [0.215, -2.994, -1.132], [0.339, -4.455, -0.905], [0.824, -4.831, 0.597], [2.128, -4.693, 0.973], [-0.116, -5.311, 1.457], [-0.979, -2.393, -1.348], [-2.073, -3.146, -1.319], [-2.442, -3.749, -0.020], [-3.921, -3.629, 0.356], [-4.721, -2.610, -0.470], [-4.114, -3.427, 1.877], [-3.181, -2.373, 2.517], [-5.562, -3.069, 2.230], [-5.506, 0.479, 4.346], [-4.808, 1.887, 5.183], [-3.800, 0.564, 4.666], [-5.104, 1.417, 2.264], [-4.675, 2.890, 3.146], [-2.421, 2.535, 3.125], [-2.545, 0.812, 2.867], [-3.618, 2.574, 0.677], [-1.872, 2.580, 0.940], [-3.456, 0.030, 0.805], [-1.703, 0.221, 0.607], [-4.028, 0.694, -1.275], [-2.628, 1.661, -1.572], [-2.307, -0.068, -3.015], [-3.116, -1.239, -2.034], [1.504, 2.637, -2.923], [2.220, 1.049, -2.834], [1.933, 3.173, -0.625], [2.194, 1.444, -0.233], [4.468, 0.827, -3.028], [6.036, 1.190, -2.327], [4.925, 0.105, -1.488], [3.796, 4.840, -1.646], [4.673, 4.112, -2.996], [5.499, 4.499, -1.496], [3.489, 4.173, 1.049], [4.179, 4.410, 3.397], [5.852, 2.881, 4.337], [6.895, 1.130, 2.927], [6.229, 0.906, 0.526], [2.311, -0.445, -1.411], [2.280, -2.802, -0.992], [1.070, -4.824, -1.621], [-0.610, -4.928, -1.100], [2.714, -4.750, 0.214], [0.088, -5.029, 2.359], [-2.221, -4.806, -0.110], [-1.761, -3.364, 0.733], [-4.374, -4.593, 0.133], [-5.757, -2.931, -0.467], [-4.661, -1.610, -0.054], [-4.429, -2.621, -1.512], [-3.925, -4.373, 2.382], [-2.532, -2.863, 3.243], [-2.518, -1.892, 1.804], [-3.725, -1.622, 3.080], [-5.736, -2.014, 2.026], [-6.290, -3.628, 1.646], [-5.749, -3.225, 3.288], [6.002, 3.897, -6.403], [4.292, 3.043, -6.148], [6.062, 5.630, -5.574], [7.450, 2.774, -5.820], [6.121, 4.048, -7.466]],
  "charge": 1,
  "lumo_energy_ev": -3.7,
  "energy_ha": -9727.71764,
  "e_above_lowest_kj_mol": 0.0,
  "spin_multiplicity": 1
}



# 3
{
  "formula": "C5H16N2O",
  "method": "the ωB97M-V functional and the def2-TZVPD basis",
  "symbols": ["C", "N", "C", "C", "C", "C", "N", "H", "H", "H", "H", "H", "H", "H", "H", "H", "H", "H", "H", "H", "H", "O", "H", "H"],
  "xyz": [[-1.982, -0.249, 1.861], [-0.932, 0.360, 1.058], [-0.163, -0.494, 0.193], [-0.734, -0.612, -1.225], [1.288, 0.045, 0.168], [2.249, -0.552, -0.831], [2.281, -2.016, -0.720], [-1.797, -1.316, 2.059], [-1.939, 0.117, 2.889], [-2.969, -0.148, 1.395], [-1.301, 1.264, 0.796], [-0.092, -1.472, 0.671], [-1.596, -1.273, -1.193], [-0.137, -0.968, -2.073], [-0.915, 0.394, -1.632], [1.219, 1.132, 0.037], [1.654, -0.094, 1.195], [1.922, -0.230, -1.820], [3.238, -0.076, -0.822], [3.082, -2.390, -0.241], [2.178, -2.436, -1.637], [-1.570, 3.011, -0.186], [-1.145, 2.744, -1.007], [-2.237, 3.603, -0.489]],
  "smiles": "CN[C@@H](C)CCN.O",
  "lumo_energy_ev": 0.7,
  "energy_ha": -384.81276,
  "e_above_lowest_kj_mol": 119.0,
  "spin_multiplicity": 1
}



# 4
{
  "formula": "C43H58BF4N5O2PPmS2",
  "method": "the ωB97M-V functional and the def2-TZVPD basis",
  "symbols": ["Pm", "C", "C", "C", "C", "C", "C", "C", "N", "C", "C", "C", "C", "C", "C", "C", "C", "C", "C", "N", "C", "C", "C", "N", "C", "C", "C", "C", "C", "C", "C", "C", "C", "C", "C", "C", "C", "C", "N", "C", "C", "H", "H", "H", "H", "H", "H", "H", "H", "H", "H", "H", "H", "H", "H", "H", "H", "H", "H", "H", "H", "H", "H", "H", "H", "H", "H", "H", "H", "H", "H", "H", "H", "H", "H", "H", "H", "H", "H", "H", "H", "H", "H", "H", "H", "N", "C", "F", "B", "F", "F", "F", "C", "C", "C", "O", "P", "S", "S", "O", "C", "C", "C", "H", "H", "H", "H", "H", "H", "H", "H", "H", "H", "H", "H", "H", "H"],
  "xyz": [[0.243, -0.352, -0.069], [6.457, -1.214, 2.168], [5.886, 0.189, 1.945], [4.391, 0.191, 1.958], [3.553, 0.471, 3.041], [3.974, 0.858, 4.423], [4.177, -0.357, 5.335], [2.244, 0.337, 2.553], [2.237, 0.014, 1.246], [3.546, -0.086, 0.858], [3.950, -0.459, -0.445], [3.183, -0.425, -1.585], [3.589, -0.836, -2.916], [4.872, -1.527, -3.245], [4.784, -3.021, -2.928], [2.562, -0.512, -3.752], [1.546, 0.142, -2.944], [0.413, 0.809, -3.428], [-0.516, 1.523, -2.673], [-0.569, 1.586, -1.318], [-1.588, 2.449, -0.991], [-1.995, 2.772, 0.284], [-1.462, 2.302, 1.510], [-0.444, 1.387, 1.586], [-0.114, 1.285, 2.893], [0.945, 0.289, 3.329], [-0.946, 2.079, 3.693], [-1.827, 2.722, 2.812], [-2.997, 3.587, 3.167], [-2.688, 5.086, 3.172], [-0.926, 2.133, 5.190], [-1.608, 0.895, 5.780], [-2.194, 2.961, -2.211], [-1.554, 2.362, -3.250], [-1.849, 2.462, -4.711], [-2.607, 1.222, -5.192], [-3.332, 3.927, -2.274], [-4.666, 3.206, -2.085], [1.930, 0.145, -1.648], [2.456, -0.759, -5.222], [2.941, 0.448, -6.030], [7.539, -1.220, 2.020], [5.999, -1.913, 1.473], [6.241, -1.555, 3.179], [6.239, 0.566, 0.981], [6.266, 0.860, 2.724], [3.227, 1.524, 4.867], [4.916, 1.414, 4.363], [3.244, -0.905, 5.451], [4.529, -0.048, 6.322], [4.913, -1.031, 4.903], [4.968, -0.810, -0.545], [5.684, -1.077, -2.662], [5.106, -1.393, -4.307], [4.490, -3.169, -1.893], [5.743, -3.512, -3.100], [4.026, -3.490, -3.553], [0.270, 0.820, -4.500], [-2.807, 3.481, 0.367], [1.131, 0.344, 4.403], [-3.375, 3.304, 4.154], [-3.798, 3.403, 2.445], [-1.919, 5.314, 3.906], [-3.582, 5.666, 3.415], [-2.332, 5.399, 2.194], [-1.440, 3.034, 5.539], [0.108, 2.181, 5.549], [-2.641, 0.854, 5.441], [-1.593, 0.911, 6.870], [-1.108, -0.010, 5.441], [-0.913, 2.557, -5.271], [-2.449, 3.355, -4.914], [-2.069, 0.324, -4.904], [-2.726, 1.233, -6.277], [-3.590, 1.173, -4.732], [-3.326, 4.436, -3.243], [-3.216, 4.690, -1.498], [-4.797, 2.451, -2.855], [-5.501, 3.905, -2.125], [-4.672, 2.706, -1.121], [1.414, -0.972, -5.472], [3.051, -1.636, -5.489], [2.375, 1.334, -5.755], [2.825, 0.273, -7.100], [3.992, 0.639, -5.820], [-0.196, -1.775, 2.292], [0.346, -0.955, 2.901], [3.117, -3.346, 0.116], [1.872, -3.715, -0.320], [1.920, -4.206, -1.599], [1.312, -4.630, 0.536], [1.023, -2.510, -0.318], [-4.375, 0.285, 0.131], [-4.277, -1.025, 0.894], [-3.236, -0.902, 2.004], [-3.966, -2.143, 0.082], [-3.580, -2.135, -1.521], [-5.059, -1.488, -2.639], [-1.732, -1.400, -1.827], [-3.594, -3.716, -1.785], [-2.982, -4.802, -1.097], [-4.037, -5.454, -0.206], [-1.744, -4.424, -0.307], [-4.647, 1.084, 0.818], [-5.119, 0.211, -0.657], [-3.410, 0.520, -0.320], [-5.262, -1.260, 1.336], [-2.265, -0.648, 1.557], [-3.138, -1.837, 2.550], [-3.518, -0.108, 2.693], [-2.702, -5.499, -1.902], [-4.377, -4.729, 0.529], [-3.616, -6.316, 0.304], [-4.891, -5.771, -0.801], [-1.981, -3.677, 0.449], [-0.979, -4.026, -0.966], [-1.341, -5.305, 0.185]],
  "charge": -2,
  "lumo_energy_ev": [4.1, 4.1],
  "energy_ha": -4268.62631,
  "spin_multiplicity": 5
}